The following is a quantum chemistry calculation of 2 unconnected molecules or ions with the total composition C7H16O2S in a non-equilibrium geometry, from OMol25.

Results
HOMO-LUMO gap   9.46 eV
2S+1   1
Energy above the lowest of the compared OMol25 structures with the same formula, charge and spin   158.9 kJ/mol
LUMO   0.825 eV
E_HOMO   -8.6 eV
Energy   -824.854725 Eh
SMILES   C/C=C(\C)CC.COSO

Each line ends with the natural charge from an NBO analysis.
Positions of all 26 atoms, in Å:
H -0.25 3.04 1.07  0.195
H -1.99 2.92 1.25  0.211
C -1.93 -0.38 1.34  -0.659
H -3.02 -0.64 1.41  0.213
H 4.83 -0.99 -0.03  0.196
H -1.43 -1.32 1.28  0.229
C 3.82 -0.96 -0.46  -0.271
C -1.56 0.23 0.04  0.024
C -1.16 2.91 0.54  -0.631
C -1.50 -0.86 -1.03  -0.445
H -1.72 0.30 2.13  0.217
H 3.09 -1.68 -0.02  0.195
H 0.29 -1.91 -0.54  0.221
O 1.43 0.50 1.10  -0.841
H -0.96 -0.39 -1.87  0.204
H -0.77 1.76 -1.15  0.186
H 1.37 1.44 1.24  0.481
H 3.96 -1.29 -1.53  0.176
H -2.39 -1.14 -1.59  0.218
C -1.17 1.49 -0.21  -0.200
S 1.81 0.55 -0.49  0.761
O 3.40 0.40 -0.47  -0.684
H -1.40 -2.61 0.13  0.201
C -0.77 -2.15 -0.66  -0.630
H -1.26 3.73 -0.12  0.217
H -0.75 -2.95 -1.37  0.216